A) Entry from OMol25: the ion C11H12N3 with charge +1 (ωB97M-V with the def2-TZVPD basis set).

Positions of all 26 atoms, in Å:
C (-0.50622, -2.23026, -1.03286)
N (-0.94416, -0.90688, -1.23896)
C (-0.50571, 0.15915, -0.40798)
C (0.00743, 0.19271, 0.98454)
C (-0.26289, -0.75804, 1.91796)
C (0.36283, -0.82021, 3.17575)
C (1.35472, 0.14411, 3.50428)
C (1.68051, 1.12189, 2.47488)
C (0.99170, 1.12105, 1.32585)
N (1.43329, 2.09476, 0.40975)
C (0.74783, 2.22644, -0.68338)
N (-0.19425, 1.21865, -1.16973)
C (-0.79425, 1.08367, -2.60561)
C (-1.38635, -0.36899, -2.52664)
H (-1.24574, -2.78175, -1.67346)
H (0.47864, -2.45231, -1.41359)
H (-0.71127, -2.62220, -0.00645)
H (-1.02035, -1.54484, 1.64346)
H (0.14465, -1.64908, 3.82561)
H (1.87335, 0.13673, 4.40450)
H (2.57001, 1.76598, 2.54287)
H (1.09244, 3.08648, -1.36170)
H (0.01071, 1.24494, -3.35613)
H (-1.70064, 1.77447, -2.70969)
H (-0.94251, -0.92835, -3.33185)
H (-2.53375, -0.30809, -2.69143)

As for the orbital gap: 0.310 Eh. As for the SMILES: C[N+]1=C2c3ccccc3N=CN2CC1. The calculation puts the HOMO energy at -12.712 eV. As for the net charge: +1.

B) Entry from OMol25: the ion C11H12N3 with charge +1 (ωB97M-V with the def2-TZVPD basis set).

Positions of all 26 atoms, in Å:
C (-1.92931, 1.81864, 1.16336)
C (-2.50242, 1.29018, 0.00319)
C (-0.51749, 1.79151, 1.40554)
C (-1.60883, 1.00682, -1.07371)
C (-0.35805, 1.59944, -0.88358)
C (0.36545, 1.73411, 0.30815)
C (-1.45168, -1.36385, -1.65424)
C (-0.33522, -1.94008, -1.13318)
C (2.19616, 0.02364, 0.68448)
C (-1.78466, -0.03070, -2.17406)
C (0.93713, -1.26470, -1.01348)
N (1.66946, 1.30982, 0.67643)
N (1.68473, -1.13266, 0.15783)
N (3.45617, -0.00201, 1.29859)
H (-2.59990, 2.05217, 1.98193)
H (-3.67008, 1.06620, -0.07282)
H (-0.07757, 1.98340, 2.36635)
H (-2.23899, -2.04790, -1.83002)
H (-0.42214, -3.03060, -0.99238)
H (-2.80333, -0.05325, -2.70952)
H (-0.96686, 0.17916, -2.94104)
H (0.93240, -0.35895, -1.52984)
H (2.10048, 1.99197, 1.15934)
H (1.96368, -2.07193, 0.47233)
H (3.58174, 0.73170, 1.88414)
H (3.85651, -0.92916, 1.65693)

As for the orbital gap (alpha / beta): 0.283 / 0.282 Eh. The calculation puts the HOMO energy (alpha / beta) at -12.147 / -11.519 eV. As for the net charge: +1.

Winner for stability: A)

A) Entry from OMol25: a structure of composition C53H57N5O5P2PtS (ωB97M-V with the def2-TZVPD basis set).

Positions of all 124 atoms, in Å:
Pt (0.28074, 0.26710, -0.15177)
N (-1.35816, -1.42723, -0.81885)
C (-2.53963, -0.72096, -1.33167)
C (-3.62790, -1.58364, -1.99399)
C (-3.21213, -2.81232, -2.82216)
C (-3.08159, -2.59204, -4.33061)
N (-2.20139, -1.49220, -4.71049)
C (-0.88554, -1.49787, -4.53728)
N (-0.25474, -2.63128, -4.19956)
N (-0.18791, -0.37089, -4.69252)
C (-2.06933, 0.49626, -2.13099)
O (-2.63732, 0.87474, -3.14243)
O (-1.05186, 1.11564, -1.62427)
H (-0.85977, -1.93511, -1.54602)
H (-1.61966, -2.08929, -0.09679)
H (-2.99828, -0.25883, -0.45469)
H (-4.24686, -0.91592, -2.59755)
H (-4.27305, -1.93581, -1.18654)
H (-3.98577, -3.57283, -2.70409)
H (-2.30182, -3.26645, -2.42139)
H (-4.05765, -2.35433, -4.75018)
H (-2.75795, -3.50652, -4.83248)
H (-2.62531, -0.57280, -4.72474)
H (-0.71511, -3.51390, -4.34410)
H (0.75453, -2.64877, -4.16148)
H (-0.71115, 0.49458, -4.67708)
H (0.72245, -0.32010, -4.25257)
C (3.33586, 0.79686, 1.91412)
C (2.90833, 2.16041, 1.36451)
P (1.70367, 2.25311, -0.02043)
C (2.57711, 2.62609, -1.55486)
C (1.78405, 2.71443, -2.69958)
C (2.35906, 3.05020, -3.91201)
C (3.72554, 3.28982, -3.99086)
C (4.51229, 3.20085, -2.85413)
C (3.94119, 2.87094, -1.63389)
C (0.77640, 3.78461, 0.29511)
C (1.41429, 4.86331, 0.91078)
C (0.74343, 6.06197, 1.08755)
C (-0.56100, 6.20161, 0.63210)
C (-1.18855, 5.14163, -0.00450)
C (-0.52760, 3.93194, -0.16973)
C (2.25923, 0.09534, 2.74994)
P (0.88129, -0.86324, 2.01090)
C (1.24086, -2.63676, 1.96434)
C (0.84625, -3.40710, 0.87744)
C (0.94506, -4.79010, 0.93104)
C (1.46579, -5.40359, 2.06021)
C (1.88008, -4.63571, 3.14148)
C (1.75371, -3.25693, 3.10260)
C (-0.39106, -0.83302, 3.31437)
C (-0.16896, -0.34297, 4.59886)
C (-1.16567, -0.42325, 5.56383)
C (-2.38765, -0.99816, 5.26031)
C (-2.61384, -1.50616, 3.98571)
C (-1.62170, -1.42439, 3.02673)
H (4.15476, 0.99990, 2.60781)
H (3.73601, 0.15726, 1.13580)
H (3.79481, 2.70924, 1.04453)
H (2.47271, 2.75104, 2.17381)
H (0.71695, 2.52892, -2.63688)
H (1.74258, 3.13560, -4.79788)
H (4.17568, 3.55043, -4.93939)
H (5.57633, 3.38495, -2.91380)
H (4.58336, 2.78790, -0.76790)
H (2.44167, 4.78541, 1.24431)
H (1.24407, 6.89234, 1.56714)
H (-1.07940, 7.14257, 0.75999)
H (-2.19384, 5.25759, -0.38911)
H (-1.02280, 3.11497, -0.67729)
H (1.74524, 0.85267, 3.34679)
H (2.73443, -0.58853, 3.45892)
H (0.49179, -2.92221, -0.02287)
H (0.63656, -5.38752, 0.08299)
H (1.55225, -6.48112, 2.10010)
H (2.28472, -5.11283, 4.02376)
H (2.03276, -2.67509, 3.97307)
H (0.77419, 0.10565, 4.87630)
H (-0.97760, -0.03726, 6.55679)
H (-3.15984, -1.06369, 6.01515)
H (-3.56193, -1.97158, 3.74852)
H (-1.80201, -1.83087, 2.03760)
C (4.13607, -6.45458, -3.91569)
C (3.72461, -5.12820, -3.34432)
C (3.73119, -4.90499, -1.97224)
C (3.38287, -3.67037, -1.43849)
C (3.01582, -2.64671, -2.29194)
C (3.04247, -2.83093, -3.67358)
C (3.37811, -4.06863, -4.18899)
S (2.62371, -1.04264, -1.68805)
O (3.54884, -0.13790, -2.29721)
O (2.62239, -1.08804, -0.21302)
O (1.19314, -0.79606, -2.07035)
H (4.02341, -7.25410, -3.18570)
H (5.18489, -6.42625, -4.21708)
H (3.54994, -6.70535, -4.79905)
H (4.02515, -5.70616, -1.30533)
H (3.41040, -3.49985, -0.37044)
H (2.86025, -1.99198, -4.33786)
H (3.40865, -4.21239, -5.26247)
N (-1.25357, 1.19454, 1.27988)
C (-2.06344, 1.89743, 1.93025)
C (-1.66581, 2.57645, 3.18902)
C (-2.61473, 2.81164, 4.17947)
C (-2.22757, 3.40158, 5.37330)
C (-0.90423, 3.76871, 5.57362)
C (0.04237, 3.54427, 4.58004)
C (-0.33859, 2.94500, 3.39373)
C (-3.47777, 2.01092, 1.45354)
C (-4.00478, 3.26640, 1.16850)
C (-5.31530, 3.37407, 0.73114)
C (-6.10472, 2.23801, 0.60407)
C (-5.58608, 0.98963, 0.91710)
C (-4.26880, 0.87317, 1.33759)
H (-3.64609, 2.52141, 4.02616)
H (-2.96265, 3.58100, 6.14620)
H (-0.61170, 4.24520, 6.49991)
H (1.06974, 3.85093, 4.73115)
H (0.37513, 2.79165, 2.59667)
H (-3.38931, 4.14905, 1.28946)
H (-5.72662, 4.34736, 0.49998)
H (-7.13179, 2.32968, 0.27747)
H (-6.21218, 0.10965, 0.84728)
H (-3.86219, -0.08935, 1.62235)

As for the orbital gap (alpha / beta): 0.288 / 0.203 Eh. The calculation puts the HOMO energy (alpha / beta) at -12.098 / -13.243 eV. As for the net charge: +2. Its multiplicity is 5.

B) Entry from OMol25: a structure of composition C53H57N5O5P2PtS (ωB97M-V with the def2-TZVPD basis set).

Positions of all 124 atoms, in Å:
Pt (0.17239, 0.11086, -0.39358)
N (0.51475, 0.55549, 1.97939)
C (1.53292, -0.38967, 2.46320)
C (2.06407, -0.15717, 3.89091)
C (2.27621, 1.28697, 4.38007)
C (3.68974, 1.84535, 4.19837)
N (4.19053, 1.74957, 2.83024)
C (3.68614, 2.42729, 1.80756)
N (2.84694, 3.45125, 2.02067)
N (4.00348, 2.07691, 0.56014)
C (2.59433, -0.57322, 1.36981)
O (3.77794, -0.73483, 1.62899)
O (2.14245, -0.58118, 0.15748)
H (0.85349, 1.51450, 1.96047)
H (-0.31193, 0.52668, 2.56575)
H (1.03946, -1.36440, 2.46975)
H (2.98975, -0.72882, 3.98656)
H (1.35129, -0.63187, 4.56835)
H (2.07124, 1.31956, 5.45160)
H (1.54278, 1.96129, 3.93067)
H (4.39158, 1.28608, 4.81449)
H (3.75211, 2.87962, 4.54376)
H (4.60862, 0.86028, 2.58054)
H (2.80764, 3.87905, 2.93005)
H (2.52599, 4.00768, 1.24247)
H (4.41186, 1.15902, 0.43488)
H (3.37604, 2.36919, -0.18040)
C (-2.26263, 0.55966, -3.15362)
C (-1.11458, -0.29516, -3.69559)
P (0.46277, -0.39642, -2.76252)
C (1.69370, 0.66449, -3.54890)
C (2.95837, 0.67121, -2.95797)
C (3.97492, 1.42905, -3.51178)
C (3.73402, 2.18866, -4.65054)
C (2.47809, 2.18400, -5.23495)
C (1.45562, 1.42295, -4.68694)
C (1.07986, -2.07250, -3.10145)
C (0.78813, -2.68307, -4.32311)
C (1.31609, -3.92757, -4.62495)
C (2.15547, -4.56414, -3.72019)
C (2.46934, -3.94947, -2.51741)
C (1.93159, -2.70911, -2.20214)
C (-2.98194, -0.05665, -1.94641)
P (-2.34210, 0.08710, -0.23444)
C (-3.13499, 1.45816, 0.64495)
C (-2.40061, 2.28494, 1.48563)
C (-3.04671, 3.20748, 2.29633)
C (-4.42800, 3.31962, 2.25331)
C (-5.16567, 2.50638, 1.40230)
C (-4.52464, 1.56702, 0.61154)
C (-3.09436, -1.31758, 0.64353)
C (-4.00933, -2.19650, 0.06960)
C (-4.59428, -3.19847, 0.83441)
C (-4.27279, -3.33374, 2.17398)
C (-3.36882, -2.45401, 2.75951)
C (-2.79079, -1.45454, 1.99913)
H (-3.00842, 0.59562, -3.95059)
H (-1.95340, 1.58318, -2.96988)
H (-0.86625, 0.03455, -4.70537)
H (-1.46005, -1.32626, -3.80044)
H (3.14608, 0.07416, -2.07129)
H (4.96103, 1.42118, -3.06501)
H (4.52866, 2.78115, -5.08377)
H (2.28791, 2.77780, -6.11861)
H (0.47836, 1.45833, -5.14864)
H (0.16195, -2.19067, -5.05640)
H (1.08413, -4.39391, -5.57306)
H (2.57552, -5.53139, -3.96192)
H (3.14653, -4.42980, -1.82244)
H (2.18689, -2.23699, -1.26299)
H (-3.05425, -1.13497, -2.10922)
H (-4.00723, 0.32058, -1.90140)
H (-1.31940, 2.23817, 1.47343)
H (-2.46969, 3.85280, 2.94611)
H (-4.93337, 4.04087, 2.88167)
H (-6.24314, 2.59330, 1.36589)
H (-5.11720, 0.90890, -0.01308)
H (-4.29445, -2.11722, -0.96951)
H (-5.30679, -3.87045, 0.37504)
H (-4.73209, -4.11325, 2.76714)
H (-3.13004, -2.54274, 3.81157)
H (-2.10423, -0.75853, 2.46889)
C (-0.45054, 8.43139, 1.48624)
C (-0.25684, 7.08414, 0.85230)
C (-1.33225, 6.22731, 0.64589)
C (-1.16591, 4.99492, 0.02762)
C (0.09785, 4.61164, -0.38222)
C (1.18659, 5.46734, -0.22217)
C (1.00682, 6.68536, 0.40566)
S (0.37576, 3.08507, -1.20834)
O (1.00522, 3.39187, -2.45387)
O (-0.90719, 2.35414, -1.29266)
O (1.23554, 2.25581, -0.29452)
H (-1.35534, 8.46027, 2.09078)
H (-0.54131, 9.20005, 0.71647)
H (0.39695, 8.69932, 2.11597)
H (-2.32299, 6.53236, 0.96083)
H (-2.01034, 4.34618, -0.14794)
H (2.15448, 5.20127, -0.63535)
H (1.84931, 7.35563, 0.52555)
N (-0.26603, -2.11081, 0.07019)
C (-0.35396, -3.35353, 0.20282)
C (-1.32464, -4.15676, -0.58341)
C (-1.85052, -5.32446, -0.03926)
C (-2.80329, -6.04182, -0.74675)
C (-3.21850, -5.60565, -1.99731)
C (-2.67940, -4.44885, -2.54930)
C (-1.73841, -3.72395, -1.84054)
C (0.51811, -4.04322, 1.20598)
C (1.42889, -5.00076, 0.77204)
C (2.23799, -5.64163, 1.69671)
C (2.12149, -5.34700, 3.04938)
C (1.19119, -4.41291, 3.48239)
C (0.39055, -3.75433, 2.55982)
H (-1.52534, -5.66476, 0.93542)
H (-3.21595, -6.94816, -0.32447)
H (-3.95097, -6.17746, -2.55155)
H (-2.98369, -4.12745, -3.53742)
H (-1.28119, -2.84274, -2.26913)
H (1.49815, -5.24043, -0.28228)
H (2.95354, -6.38111, 1.36356)
H (2.74693, -5.85932, 3.76791)
H (1.08052, -4.20771, 4.53922)
H (-0.36590, -3.05098, 2.88614)

As for the orbital gap (alpha / beta): 0.288 / 0.208 Eh. The calculation puts the HOMO energy (alpha / beta) at -12.094 / -13.287 eV. As for the net charge: +2. Its multiplicity is 5.

Winner for stability: B)

A) Entry from OMol25: a structure of composition C5H11N4O (ωB97M-V with the def2-TZVPD basis set).

Positions of all 21 atoms, in Å:
C (-2.25172, -1.92485, -0.05863)
C (-2.11766, -0.09119, -0.86868)
C (0.75163, -0.54782, 1.84169)
C (2.77260, 1.60506, -0.46584)
C (1.71712, -0.10087, 0.88335)
N (-2.83587, -2.06501, -1.19183)
N (-2.93983, -0.79781, -1.69053)
N (-1.82922, -0.67795, 0.24571)
N (2.05467, 1.10746, 0.73125)
O (-1.72919, 1.10724, -1.13244)
H (-2.13478, -2.74247, 0.65791)
H (0.93456, -1.51703, 2.10627)
H (-0.19847, -0.58817, 1.27518)
H (0.62845, 0.10195, 2.81022)
H (2.70313, 0.79099, -1.24542)
H (2.26883, 2.64491, -0.66547)
H (3.86350, 1.83887, -0.22815)
H (1.92636, -0.69958, 0.01447)
H (-3.14210, -0.74907, -2.68752)
H (1.74693, 1.72089, 1.52408)
H (-2.18893, 1.58445, -1.85562)

As for the orbital gap: 0.315 Eh. The calculation puts the HOMO energy at -12.501 eV. As for the net charge: +1.

B) Entry from OMol25: a cluster of 2 separate species, C5H11N4O in total (ωB97M-V with the def2-TZVPD basis set).

Positions of all 21 atoms, in Å:
C (-0.89644, 0.58938, 0.37990)
C (0.98701, 0.77152, -1.51640)
C (-1.81860, 0.89051, 1.46540)
C (1.78575, 0.43329, -2.72375)
C (-0.03679, -1.33566, 2.31795)
N (0.14472, -0.21715, 0.54264)
N (-1.25649, 0.77663, -0.87709)
N (-0.52145, 0.68074, -1.84110)
N (0.89944, -0.29935, -0.62674)
O (-1.17343, -1.96125, 2.20562)
H (1.24096, 1.79369, -1.10610)
H (-1.62199, 1.94450, 1.86413)
H (-1.94685, 0.06868, 2.12975)
H (-2.80782, 0.98437, 1.02667)
H (2.07406, 1.36548, -3.17308)
H (1.17472, -0.12436, -3.48367)
H (2.75023, -0.13541, -2.47795)
H (0.82267, -1.93479, 2.22012)
H (0.06036, -0.47587, 2.94536)
H (1.41473, -1.14650, -0.88632)
H (-1.27478, -2.66848, 1.61465)

As for the orbital gap: 0.304 Eh. The calculation puts the HOMO energy at -12.825 eV. As for the net charge: +1.

Winner for stability: A)

A) Entry from OMol25: an isolated molecule of C3H5NS3 (ωB97M-V with the def2-TZVPD basis set).

Positions of all 12 atoms, in Å:
S (1.61257, 2.08636, 0.12677)
C (0.30487, 1.04557, 0.03279)
N (-0.95162, 1.36298, -0.37573)
S (-2.12700, 0.19220, 0.17433)
C (-0.88704, -1.09301, -0.11905)
C (0.41481, -0.44801, 0.37775)
S (1.93460, -1.31715, -0.00874)
H (-1.16394, 2.34578, -0.30025)
H (-0.82195, -1.41010, -1.17088)
H (-1.20738, -1.97652, 0.49765)
H (0.34687, -0.42886, 1.44849)
H (2.54520, -0.35924, -0.68313)

As for the orbital gap: 0.322 Eh. As for the SMILES: S=C1NSC[C@H]1S. The calculation puts the HOMO energy at -8.655 eV.

B) Entry from OMol25: an isolated molecule of C3H5NS3 (ωB97M-V with the def2-TZVPD basis set).

Positions of all 12 atoms, in Å:
C (0.33196, 1.84183, 0.11388)
S (-1.01007, 1.21479, -0.87952)
C (-1.31617, -0.44740, -0.33287)
S (-2.72361, -1.13534, -0.81437)
N (-0.38225, -1.17103, 0.42246)
C (0.91611, -1.44345, 0.05646)
S (1.83703, -0.88253, -1.19578)
H (1.21798, 2.03407, -0.56520)
H (0.57286, 1.18966, 0.93612)
H (-0.04829, 2.80146, 0.41870)
H (-0.77602, -1.80635, 1.09965)
H (1.38047, -2.19571, 0.74047)

As for the orbital gap: 0.293 Eh. As for the SMILES: CSC(=S)NC=S. The calculation puts the HOMO energy at -8.682 eV.

Winner for stability: A)